# 1
13
Properties=species:S:1:pos:R:3:lowdin_charge:R:1 method="wB97M-V/def2-TZVPD" total_energy_ha=-1782.59824 gap_ev="5.33 / 5.34" e_above_lowest_ev=0.149 largest_force_ha_per_bohr=0.06845 total_charge=+1
Cd 2.12 -1.11 1.17 1.454
N 0.79 0.24 -1.59 -0.494
S 2.35 0.86 -1.10 0.803
O 3.03 -0.37 -0.30 -0.905
S -0.24 0.08 -0.47 0.599
O 0.20 -0.73 0.78 -0.647
O -1.49 -0.62 -0.90 -0.389
C -0.85 1.70 0.31 -0.702
F 0.04 2.16 1.15 0.167
F -1.05 2.56 -0.67 0.192
F -1.98 1.47 0.94 0.180
Mg -1.47 -2.21 0.41 0.858
H -1.44 -4.03 0.26 -0.116



# 2
62
Properties=species:S:1:pos:R:3:lowdin_charge:R:1 method="wB97M-V/def2-TZVPD" total_energy_ha=-1903.95237 gap_ev=8.61 e_above_lowest_ev=1.110 largest_force_ha_per_bohr=0.05932 total_charge=0
O 0.06 3.52 3.95 0.037
O 1.43 -1.65 -5.32 0.088
O -1.38 -0.87 3.03 0.048
N 1.99 -5.75 -0.27 0.085
O 0.20 -0.62 -3.74 0.111
O -0.44 2.21 -2.64 0.045
S 3.26 1.00 -6.36 0.708
C -1.06 3.05 4.02 -0.551
C 1.35 -0.86 -4.40 -0.488
C -2.42 -0.37 3.44 -0.459
C 2.02 -4.55 -0.69 -0.617
C 4.42 -0.45 -0.55 -0.059
C -1.32 0.79 -0.92 0.009
C -1.79 3.18 -0.91 -0.012
C 4.20 -1.79 -0.22 -0.016
C 3.90 0.08 -1.73 -0.036
C 2.96 -2.08 -2.28 0.025
C -2.07 0.64 0.26 -0.013
C -2.52 3.03 0.28 -0.026
C -1.17 2.06 -1.51 -0.307
C 3.45 -2.61 -1.08 -0.243
C 3.16 -0.73 -2.61 -0.173
C -2.66 1.76 0.88 -0.218
N 0.87 -3.96 -1.03 0.144
N 3.22 -3.93 -0.72 0.108
N -3.38 -1.18 3.90 0.032
N -1.34 1.87 3.46 0.124
C -2.14 3.80 4.77 0.006
C -4.68 -0.80 4.45 -0.062
C 3.74 -0.09 -4.96 -0.489
C 2.61 -0.13 -3.90 -0.264
C -3.44 1.61 2.18 -0.093
C -2.63 1.16 3.42 -0.200
H 1.07 -6.17 -0.20 0.029
H -0.48 -1.13 -4.23 0.134
H -0.41 3.12 -2.93 0.101
H 4.29 0.79 -7.21 -0.146
H 4.99 0.18 0.13 0.107
H -0.85 -0.06 -1.38 0.096
H -1.68 4.16 -1.36 0.105
H 4.59 -2.20 0.70 0.113
H 4.06 1.13 -1.96 0.117
H 2.44 -2.75 -2.95 0.127
H -2.17 -0.35 0.70 0.104
H -2.97 3.90 0.75 0.106
H 0.18 -4.57 -1.45 0.109
H 0.99 -3.03 -1.42 0.073
H 3.89 -4.40 -0.12 0.148
H -3.15 -2.16 3.87 0.146
H -0.57 1.42 2.99 0.153
H -2.97 4.02 4.11 0.071
H -1.72 4.74 5.14 0.086
H -2.48 3.21 5.62 0.080
H -4.55 -0.17 5.33 0.084
H -5.22 -1.70 4.76 0.089
H -5.28 -0.28 3.71 0.077
H 3.95 -1.10 -5.32 0.089
H 4.66 0.30 -4.51 0.078
H 2.31 0.90 -3.69 0.138
H -4.25 0.91 2.01 0.111
H -3.90 2.57 2.41 0.106
H -3.20 1.41 4.31 0.125



# 3
13
Properties=species:S:1:pos:R:3:lowdin_charge:R:1 method="wB97M-V/def2-TZVPD" total_energy_ha=-357.59090 gap_ev=7.87 e_above_lowest_ev=4.945 largest_force_ha_per_bohr=0.09413 total_charge=0
C 2.77 0.76 0.07 0.106
C 1.27 -1.37 -0.18 -0.116
C -2.22 -0.42 -0.05 -0.273
C 2.00 -0.20 -0.03 -0.208
C -0.05 -1.23 -0.02 -0.065
N -1.25 -1.33 0.10 0.146
N -2.11 0.86 -0.03 -0.019
N -0.80 1.31 -0.12 0.010
H 2.87 1.80 0.15 0.013
H 1.70 -2.34 -0.47 0.121
H -3.20 -0.99 0.17 0.138
H -0.17 0.80 0.46 0.030
H -0.81 2.35 -0.04 0.119



# 4
24
Properties=species:S:1:pos:R:3:lowdin_charge:R:1 method="wB97M-V/def2-TZVPD" total_energy_ha=-405.62718 gap_ev=8.73 e_above_lowest_ev=2.997 largest_force_ha_per_bohr=0.03926 smiles="CC(C)=O.C=CN.C=C" total_charge=0
C 0.63 -0.59 1.46 -0.522
C 1.14 0.45 -1.25 -0.313
C 0.07 0.30 -2.06 -0.049
C -0.17 -1.76 0.94 -0.016
C 2.01 -0.93 1.96 -0.027
N 1.54 1.68 -0.75 0.048
C -2.02 1.30 -0.50 -0.108
C -3.01 0.48 -0.87 -0.074
O 0.10 0.47 1.72 0.037
H -1.38 1.05 0.36 0.031
H 1.86 -0.35 -1.12 0.106
H 1.90 1.66 0.19 0.069
H 0.82 2.39 -0.84 0.085
H -0.13 -0.66 -2.50 0.049
H -0.38 1.14 -2.56 0.056
H -2.07 2.35 -0.75 0.056
H 0.46 -2.61 0.67 0.077
H -0.89 -2.06 1.70 0.098
H -0.74 -1.45 0.07 0.063
H 2.57 -1.47 1.19 0.079
H 2.55 -0.03 2.26 0.084
H 1.93 -1.59 2.83 0.094
H -2.99 -0.57 -0.62 0.038
H -3.79 0.80 -1.53 0.041



# 5
11
Properties=species:S:1:pos:R:3:lowdin_charge:R:1 method="wB97M-V/def2-TZVPD" multiplicity=2 total_energy_ha=-210.03071 gap_ev="11.56 / 6.11" s_squared=0.75 e_above_lowest_ev=1.284 largest_force_ha_per_bohr=0.05914 total_charge=+1
C -0.45 0.16 0.85 -0.221
O 0.33 1.03 1.61 -0.029
C 0.11 0.26 -0.60 -0.134
N -0.04 -0.89 -1.42 0.311
H -0.48 -0.84 1.30 0.136
H -1.49 0.50 0.81 0.137
H 0.69 0.67 2.41 0.109
H -0.42 1.05 -1.15 0.162
H 1.16 0.61 -0.46 0.192
H 0.26 -1.77 -0.98 0.172
H 0.32 -0.78 -2.37 0.166



# 6
76
Properties=species:S:1:pos:R:3:lowdin_charge:R:1 method="wB97M-V/def2-TZVPD" multiplicity=6 total_energy_ha=-2798.96627 gap_ev="7.68 / 3.82" s_squared=8.78 e_above_lowest_ev=0.117 largest_force_ha_per_bohr=0.04152 total_charge=+3
Ir 0.08 -0.04 0.57 1.454
C 5.77 4.54 2.64 -0.047
C 5.15 4.85 1.29 -0.161
N 4.36 3.71 0.78 -0.007
C 3.05 3.69 1.04 0.057
C 2.21 2.66 0.71 -0.016
C 0.73 2.88 1.06 -0.554
O 0.43 3.89 1.65 0.130
O -0.10 1.97 0.64 -0.182
C 2.72 1.51 0.07 -0.270
O 2.04 0.51 -0.34 -0.161
C 4.15 1.54 -0.21 -0.047
C 4.75 0.46 -0.87 0.093
C 6.07 0.49 -1.21 -0.175
F 6.56 -0.57 -1.89 0.079
C 6.90 1.60 -0.91 -0.119
C 6.31 2.63 -0.20 0.061
C 4.95 2.64 0.14 -0.111
N 8.24 1.68 -1.29 -0.074
C 8.85 2.95 -1.65 -0.122
C 10.19 3.10 -0.92 -0.062
N 10.88 1.76 -0.85 0.077
C 10.46 0.88 -1.98 -0.078
C 8.98 0.53 -1.84 -0.116
H 6.33 5.40 3.01 0.090
H 6.44 3.68 2.59 0.074
H 4.99 4.32 3.37 0.087
H 5.91 5.11 0.55 0.116
H 4.48 5.70 1.37 0.133
H 2.63 4.55 1.54 0.160
H 4.15 -0.39 -1.15 0.143
H 6.93 3.46 0.11 0.102
H 8.22 3.79 -1.39 0.126
H 9.00 3.00 -2.73 0.142
H 10.06 3.47 0.10 0.139
H 10.84 3.80 -1.46 0.145
H 10.63 1.29 0.03 0.188
H 11.89 1.88 -0.84 0.192
H 11.05 -0.03 -1.98 0.148
H 10.67 1.42 -2.91 0.142
H 8.87 -0.31 -1.16 0.136
H 8.61 0.22 -2.82 0.140
Cl 1.97 -5.08 7.30 0.958
C 1.58 -4.14 5.96 -0.581
C 1.52 -4.75 4.68 -0.015
C 1.19 -3.99 3.60 0.047
C 0.93 -2.61 3.76 -0.027
C 1.00 -2.01 5.04 0.053
C 1.31 -2.76 6.13 -0.016
C 0.60 -1.75 2.59 -0.623
O 1.30 -0.72 2.39 -0.037
O -0.35 -2.04 1.83 -0.091
H 1.72 -5.81 4.57 0.136
H 1.13 -4.44 2.61 0.146
H 0.80 -0.95 5.15 0.148
H 1.37 -2.32 7.12 0.137
C -3.86 -4.52 -0.96 -0.061
C -3.67 -3.24 -0.15 -0.196
N -2.31 -2.71 -0.24 0.019
C -1.81 -2.06 -1.27 -0.694
S -0.10 -1.62 -1.25 0.701
N -2.54 -1.79 -2.34 0.048
C -2.13 -1.05 -3.54 -0.230
C -1.75 -1.98 -4.68 -0.064
H -4.87 -4.89 -0.84 0.091
H -3.17 -5.29 -0.61 0.085
H -3.68 -4.37 -2.03 0.070
H -3.86 -3.44 0.90 0.127
H -4.38 -2.47 -0.47 0.125
H -1.69 -2.85 0.54 0.089
H -3.48 -2.17 -2.37 0.142
H -1.29 -0.42 -3.27 0.082
H -2.96 -0.41 -3.83 0.130
H -0.94 -2.64 -4.40 0.076
H -1.44 -1.39 -5.54 0.088
H -2.60 -2.59 -4.99 0.083



# 7
16
Properties=species:S:1:pos:R:3:lowdin_charge:R:1 method="wB97M-V/def2-TZVPD" total_energy_ha=-777.09127 gap_ev=8.75 e_above_lowest_ev=5.115 largest_force_ha_per_bohr=0.17798 smiles="CCNOC(=O)NS" total_charge=0
C 0.38 -1.91 0.99 -0.128
C -0.68 -1.28 -0.09 -0.234
N -0.07 -0.73 -1.35 -0.121
O 1.00 0.05 -1.12 -0.101
C 0.68 1.24 -0.33 -0.310
O 0.87 1.32 1.01 -0.026
N 0.13 2.49 -1.05 -0.352
S -1.30 3.09 -0.23 0.664
H 1.47 -1.49 0.93 0.074
H -0.02 -1.65 2.09 0.089
H 0.47 -3.10 0.93 0.082
H -1.41 -0.47 0.36 0.120
H -1.39 -2.18 -0.42 0.133
H 0.19 -1.53 -1.97 0.139
H 0.89 3.23 -0.91 0.085
H -1.20 2.91 1.17 -0.115



# 8
12
Properties=species:S:1:pos:R:3:lowdin_charge:R:1 method="wB97M-V/def2-TZVPD" total_energy_ha=-302.61532 gap_ev=10.57 e_above_lowest_ev=2.117 largest_force_ha_per_bohr=0.07995 smiles="NC(=O)[C@@H]1CN1" total_charge=0
C 0.77 0.77 0.71 -0.544
C 0.35 0.29 -0.64 -0.235
C -1.07 -0.08 -0.95 -0.132
H -0.25 -0.93 1.68 0.140
H 0.54 0.19 2.73 0.130
H 0.85 1.02 -1.42 0.179
H -1.41 0.12 -1.97 0.104
H -1.83 -0.16 -0.23 0.080
H 0.14 -1.72 -1.69 0.098
N 0.36 -0.04 1.72 0.125
N 0.00 -1.11 -0.89 0.013
O 1.56 1.67 0.95 0.043



# 9
37
Properties=species:S:1:pos:R:3:lowdin_charge:R:1 method="wB97M-V/def2-TZVPD" total_energy_ha=-1973.87280 gap_ev=4.55 e_above_lowest_ev=5.482 largest_force_ha_per_bohr=0.06800 total_charge=+1
Na 3.58 -5.43 4.41 0.987
Na -5.28 -2.56 -0.71 0.987
C 2.18 1.06 -1.06 -0.686
F 1.56 2.24 -1.20 0.108
F 2.19 0.39 -2.23 0.110
F 3.37 1.28 -0.61 0.167
S 1.15 0.06 0.23 0.496
O -0.15 -0.20 -0.38 -0.380
O 1.92 -1.18 0.56 -0.418
O 1.14 0.99 1.38 -0.385
O -0.87 5.33 2.67 -0.057
H -0.39 6.07 2.29 0.029
H -0.28 4.58 2.55 0.029
O -4.91 3.15 3.38 -0.058
H -4.10 3.49 3.02 0.031
H -5.60 3.67 2.96 0.028
O 1.55 1.22 7.06 -0.052
H 1.53 1.24 6.10 0.031
H 2.12 0.48 7.27 0.021
O 1.96 -5.96 -1.87 -0.050
H 2.10 -5.25 -1.24 0.027
H 1.06 -6.23 -1.73 0.024
O 2.93 2.03 -8.47 -0.056
H 3.50 2.78 -8.61 0.029
H 2.90 1.91 -7.52 0.027
O 4.31 -3.88 -7.89 -0.055
H 5.10 -3.43 -8.17 0.028
H 3.70 -3.18 -7.67 0.027
O -4.70 -1.67 3.94 -0.061
H -4.81 -0.72 3.89 0.033
H -5.17 -1.93 4.73 0.033
O -3.51 5.13 -3.24 -0.056
H -3.60 4.81 -4.13 0.026
H -2.61 4.89 -2.99 0.030
O -1.03 -5.28 4.23 -0.058
H -1.33 -5.39 5.14 0.032
H -1.53 -4.53 3.90 0.033



# 10
49
Properties=species:S:1:pos:R:3:lowdin_charge:R:1 method="wB97M-V/def2-TZVPD" total_energy_ha=-1457.64857 gap_ev=7.00 e_above_lowest_ev=9.537 largest_force_ha_per_bohr=0.16712 total_charge=-1
C 1.87 -0.16 2.94 -0.142
C 2.22 -1.24 1.76 -0.141
C 1.39 -1.03 0.36 -0.331
N 2.10 -0.67 -0.92 0.051
C 2.69 0.72 -0.90 -0.258
C 3.80 1.31 0.15 -0.028
O 2.28 1.56 -1.89 -0.029
C 3.08 -1.72 -1.38 -0.282
C 3.84 -1.42 -2.84 -0.033
O 3.39 -2.87 -0.76 -0.035
C 0.12 0.07 0.38 -0.117
O -0.50 -0.35 -0.88 -0.100
B -0.67 -1.81 -0.73 -1.205
S -0.46 -2.51 -2.51 0.685
C -2.14 -2.44 -0.33 -0.177
C -3.00 -1.57 0.76 -0.203
C -3.92 -0.36 0.07 -0.168
C -3.36 1.12 0.50 -0.233
N -4.29 2.28 0.07 -0.019
C -3.33 3.37 -0.44 -0.321
C -2.10 4.02 0.43 -0.045
O -3.49 3.81 -1.70 -0.093
O 0.53 -2.23 0.06 -0.060
H 0.80 -0.44 3.40 0.087
H 1.83 0.93 2.53 0.054
H 2.66 -0.29 3.82 0.084
H 3.38 -1.18 1.50 0.098
H 2.05 -2.33 2.19 0.136
H 3.21 1.79 1.07 0.088
H 4.51 0.47 0.55 0.084
H 4.39 2.17 -0.40 0.100
H 4.49 -0.44 -2.77 0.082
H 2.95 -1.16 -3.59 0.094
H 4.43 -2.36 -3.21 0.088
H 0.38 1.19 0.58 0.123
H -0.43 -0.25 1.36 0.113
H 0.85 -2.30 -2.96 -0.179
H -2.09 -3.56 0.00 0.111
H -2.79 -2.43 -1.34 0.086
H -2.38 -1.17 1.67 0.097
H -3.80 -2.32 1.22 0.100
H -3.98 -0.55 -1.08 0.121
H -5.02 -0.45 0.53 0.108
H -3.18 1.25 1.66 0.129
H -2.36 1.29 -0.08 0.105
H -4.74 1.90 -0.82 0.115
H -1.38 3.12 0.74 0.073
H -1.42 4.73 -0.23 0.102
H -2.43 4.52 1.44 0.085



# 11
24
Properties=species:S:1:pos:R:3:lowdin_charge:R:1 method="wB97M-V/def2-TZVPD" total_energy_ha=-715.73412 gap_ev="6.25 / 6.25" e_above_lowest_ev=0.593 largest_force_ha_per_bohr=0.09262 smiles="C[Si](C)=C1C=c2ccccc2=C1" total_charge=0
C 2.40 1.39 -2.65 -0.100
C 3.04 1.91 -1.46 -0.083
C 1.16 0.82 -2.63 -0.058
C 2.34 1.77 -0.27 -0.033
C 0.48 0.62 -1.43 -0.263
C 1.08 1.04 -0.21 -0.244
C -0.57 -0.17 -1.12 -0.013
C -0.79 0.09 0.44 -0.320
C 0.31 0.82 0.87 -0.146
C -1.17 -1.56 3.11 -0.216
C -3.12 -1.84 0.52 -0.183
Si -1.66 -1.04 1.46 0.839
H 2.90 1.63 -3.52 0.069
H 3.89 2.50 -1.63 0.074
H 0.75 0.34 -3.57 0.131
H 2.91 1.91 0.71 0.126
H -1.36 -0.75 -1.64 0.080
H 0.66 1.21 1.83 0.117
H -0.31 -2.24 2.93 0.046
H -0.70 -0.67 3.63 0.052
H -1.92 -2.00 3.85 0.067
H -4.10 -1.57 0.92 0.024
H -3.10 -1.32 -0.48 0.035
H -3.11 -2.87 0.37 -0.001



# 12
30
Properties=species:S:1:pos:R:3:lowdin_charge:R:1 method="wB97M-V/def2-TZVPD" multiplicity=5 total_energy_ha=-1043.71216 gap_ev="5.67 / 3.74" s_squared=6.04 e_above_lowest_ev=5.839 largest_force_ha_per_bohr=0.12290 total_charge=+1
C 0.36 1.41 -3.27 -0.334
C 0.84 0.39 -4.07 -0.245
C 0.86 -0.94 -3.68 -0.154
C 0.09 -1.27 -2.54 -0.414
C -0.88 -0.23 -2.31 -0.177
Os 0.88 0.35 -1.78 1.172
P 0.22 2.64 -0.87 0.776
H 0.47 2.48 -3.54 0.055
H 1.24 0.69 -5.03 0.122
H 1.39 -1.72 -4.26 0.139
H -1.80 -0.43 -1.74 0.067
H 0.18 -2.30 -2.14 0.125
H -1.02 2.79 -0.18 -0.071
H 0.04 3.64 -1.86 -0.074
H 1.20 3.29 -0.03 -0.081
N -2.11 -1.62 4.12 0.180
C -1.92 -1.52 2.74 -0.413
O -2.75 -1.93 1.97 0.229
C -0.60 -0.87 2.31 -0.108
C 0.38 -0.42 3.20 -0.044
C 1.53 0.08 2.63 -0.046
C 1.65 0.23 1.25 -0.184
N 0.66 -0.09 0.39 -0.159
C -0.40 -0.77 0.92 -0.028
H -2.97 -2.03 4.45 0.116
H -1.54 -1.12 4.82 0.112
H 0.21 -0.47 4.26 0.105
H 2.35 0.38 3.24 0.113
H 2.57 0.60 0.79 0.103
H -1.12 -1.21 0.21 0.119